--- P ---
34
Properties=species:S:1:pos:R:3 method="wB97M-V/def2-TZVPD" homo_ev=-9.53 gap_ha=0.3485 multiplicity=1 total_charge=0
Ar 0.848 0.208 -0.528
O -1.634 -1.857 1.245
O -1.669 3.515 -1.030
O 0.623 -2.369 -2.743
O -1.933 0.513 2.664
O -1.807 -2.332 -1.402
O 3.611 0.856 1.697
O 0.697 2.294 1.851
O -0.014 2.862 -3.276
O 2.774 -1.910 0.964
O -3.328 1.640 0.433
O 0.516 -3.535 1.033
H 1.046 -1.811 -3.396
H -1.798 -1.960 0.308
H 0.179 3.093 1.755
H -1.861 -0.333 2.222
H -2.432 3.941 -1.423
H 2.675 -0.979 1.163
H -2.995 1.202 1.216
H -0.191 3.684 -3.733
H 1.263 -3.059 -2.565
H -1.131 3.252 -1.776
H 3.525 1.523 2.378
H 3.947 1.331 0.937
H 1.224 -2.924 0.828
H -0.636 2.239 -3.652
H 3.302 -2.254 1.684
H 0.854 -4.392 0.773
H -1.751 -3.288 -1.393
H -0.902 -2.040 -1.515
H -0.888 -2.429 1.423
H -2.543 1.893 -0.053
H -1.091 0.939 2.506
H 1.521 2.486 1.405

--- Q ---
34
Properties=species:S:1:pos:R:3 method="wB97M-V/def2-TZVPD" homo_ev=-10.27 gap_ha=0.3636 multiplicity=1 total_charge=0
Ar 0.114 0.462 -0.021
O 2.081 -1.973 1.941
O 0.930 -1.311 -3.486
O -0.106 2.542 3.003
O 2.809 1.897 1.192
O 1.765 -2.570 -0.855
O -0.821 -2.134 2.711
O -1.759 -1.538 -2.476
O -2.541 1.151 -2.316
O -2.840 2.230 1.806
O -2.282 -2.684 0.044
O 1.915 3.596 -0.935
H 2.068 3.220 -1.802
H -2.651 -1.885 0.421
H 1.345 -1.654 -2.695
H -1.352 -1.416 3.055
H 2.824 -1.554 2.376
H 0.444 2.061 2.384
H -3.367 1.106 -2.798
H 1.294 -0.431 -3.586
H -1.988 -0.629 -2.285
H 1.824 -2.165 0.010
H 1.162 -3.304 -0.736
H 2.401 2.285 0.418
H -3.059 1.307 1.683
H -1.915 2.226 2.054
H -1.891 1.394 -2.976
H 1.076 4.049 -1.014
H -0.870 -1.493 -2.828
H 2.283 -2.908 1.969
H 0.432 3.285 3.274
H -0.114 -1.701 2.232
H -1.953 -2.414 -0.814
H 2.740 0.953 1.052

It comes down to P, which is 24.4 kJ/mol more stable than the next structure.

--- P ---
65
Properties=species:S:1:pos:R:3 method="wB97M-V/def2-TZVPD" homo_ev=-7.74 gap_ha=0.2762 multiplicity=1 total_charge=0 smiles="CCOc1cc(N2CCOCC2)c(OCC)cc1NC(=O)c1ccc(=O)n(Cc2ccccc2)n1"
O -1.858 -1.510 7.268
O -3.150 -1.491 2.939
O 0.821 1.715 -6.561
O 1.336 0.972 0.827
O -2.512 -0.534 -1.802
N -0.605 0.273 -0.816
N -1.052 -0.739 4.674
N 0.821 1.479 -4.301
N 0.294 1.076 -3.169
C 4.160 1.564 -2.849
C 3.191 1.165 -3.759
C 2.115 2.127 -4.193
C -1.922 -0.624 1.035
C -1.567 0.210 -4.372
C 0.112 0.100 2.760
C -1.085 -2.144 5.055
C -1.028 0.625 -5.539
C -0.784 -0.007 0.537
C 0.253 0.365 1.409
C 0.250 1.307 -5.567
C -2.109 -0.018 5.368
C -1.024 -0.519 3.266
C 5.159 0.689 -2.461
C 3.481 1.966 0.753
C 3.236 -0.124 -4.276
C -5.282 -2.522 2.970
C -4.217 -1.881 2.094
C -0.869 -2.227 6.566
C -1.867 -0.158 6.871
C 4.229 -1.002 -3.879
C -1.424 0.009 -1.859
C 2.426 1.338 1.649
C -2.058 -0.887 2.393
C 5.193 -0.598 -2.971
C -0.853 0.460 -3.166
H -0.938 -3.260 6.913
H 0.879 0.364 3.469
H -6.122 -2.837 2.357
H 2.496 -0.440 -4.997
H 3.779 1.260 -0.017
H -2.693 -0.892 0.333
H 4.350 2.243 1.344
H 5.969 -1.283 -2.664
H 4.253 -2.002 -4.285
H -3.858 -2.598 1.343
H -0.904 0.310 7.127
H 3.079 2.855 0.274
H -1.510 0.471 -6.492
H 2.832 0.449 2.151
H 2.340 2.524 -5.189
H 4.137 2.567 -2.448
H -0.281 -2.667 4.533
H 5.913 1.012 -1.758
H -2.047 -2.615 4.800
H 2.036 2.950 -3.479
H -4.872 -3.387 3.484
H 2.097 2.055 2.414
H -2.667 0.322 7.439
H -5.631 -1.811 3.714
H -4.626 -1.004 1.575
H -2.061 1.035 5.079
H -2.515 -0.303 -4.310
H 0.125 -1.823 6.811
H -3.105 -0.415 5.123
H 0.273 0.728 -1.039

--- Q ---
65
Properties=species:S:1:pos:R:3 method="wB97M-V/def2-TZVPD" homo_ev=-7.13 gap_ha=0.2549 multiplicity=1 total_charge=0 smiles="CCOc1cc(N2CCOCC2)c(OCC)cc1NC(=O)c1ccc(=O)n(Cc2ccccc2)n1"
O -4.326 1.516 -0.498
O -7.213 -0.982 1.246
O 0.342 2.962 -0.665
O 6.338 2.046 0.820
O -0.021 -1.894 0.308
N 2.992 1.070 0.644
N 4.277 1.096 0.906
N 0.447 0.785 0.044
N -4.748 -1.286 -0.154
C -1.950 1.173 -0.278
C 4.114 -2.310 0.665
C 4.977 -1.223 0.643
C -5.911 -0.702 -0.784
C -2.390 -1.519 0.072
C -0.234 -3.342 -1.670
C -0.867 0.331 -0.053
C 4.795 -0.074 1.600
C 3.175 3.219 -0.360
C 0.959 2.004 -0.234
C -5.142 -2.211 0.889
C 2.428 2.073 0.033
C -1.096 -1.039 0.108
C 6.005 -1.184 -0.292
C 5.153 2.128 0.557
C -6.076 -1.511 1.887
C 4.502 3.240 -0.105
C -3.249 0.692 -0.313
C -3.498 -0.688 -0.118
C -6.839 -0.052 0.250
C 6.169 -2.223 -1.190
C 5.312 -3.311 -1.158
C 4.287 -3.354 -0.229
C -4.111 2.894 -0.737
C -5.471 3.533 -0.975
C 0.604 -2.334 -0.891
H -4.269 -2.586 1.420
H 5.444 -4.125 -1.855
H -6.456 -1.520 -1.273
H -5.610 0.022 -1.534
H -3.468 3.031 -1.616
H 1.541 -2.791 -0.565
H 6.676 -0.339 -0.306
H 3.623 -4.205 -0.197
H -1.745 2.221 -0.405
H -5.347 4.593 -1.175
H -2.540 -2.581 0.186
H -5.960 3.065 -1.825
H 1.105 0.096 0.396
H -6.446 -2.217 2.633
H 0.837 -1.474 -1.534
H 4.086 -0.339 2.387
H 6.970 -2.187 -1.913
H -0.480 -4.192 -1.038
H 2.655 4.029 -0.848
H -5.521 -0.704 2.392
H -3.623 3.357 0.131
H -7.766 0.284 -0.216
H -6.105 3.407 -0.101
H -1.157 -2.882 -2.015
H 0.329 -3.692 -2.531
H -6.326 0.803 0.709
H -5.676 -3.051 0.429
H 5.755 0.221 2.032
H 5.134 4.072 -0.377
H 3.311 -2.343 1.387

It comes down to P, which is 21.0 kJ/mol more stable than the next structure.

--- P ---
24
Properties=species:S:1:pos:R:3 method="wB97M-V/def2-TZVPD" homo_ev=-12.78 gap_ha=0.3656 multiplicity=1 total_charge=+1 smiles=C#CN(C)CC[NH2+]CC
N 0.958 -0.080 0.408
N -1.173 -0.977 -0.551
C 2.469 1.730 0.929
C -1.520 -0.010 -1.392
C -1.563 0.742 -2.313
C -0.162 0.268 1.301
C -1.696 -2.302 -1.033
C 1.663 1.135 -0.162
C -1.368 -0.715 0.948
H -1.649 -2.191 -2.152
H 2.835 2.702 0.482
H 1.934 2.285 1.789
H -1.007 -3.131 -0.722
H 0.446 -0.686 -0.281
H -2.559 -2.728 -0.710
H -1.759 1.590 -2.965
H -1.271 -1.735 1.449
H 2.328 0.783 -0.990
H 3.217 0.913 1.338
H -2.463 -0.315 1.110
H 0.218 0.229 2.354
H -0.654 1.233 0.943
H 1.057 1.900 -0.589
H 1.717 -0.640 0.809

--- Q ---
24
Properties=species:S:1:pos:R:3 method="wB97M-V/def2-TZVPD" homo_ev=-13.45 gap_ha=0.3805 multiplicity=1 total_charge=+1 smiles=CC1(C)C[NH2+]C12CNC2
N -0.251 1.895 1.693
N 0.551 1.250 -0.987
C -1.220 1.006 0.988
C 0.873 -1.956 0.134
C 0.852 -0.039 -1.725
C -1.376 -1.304 -0.868
C 0.084 -0.857 -0.583
C 0.832 0.883 1.511
C -0.008 0.485 0.157
H -0.558 2.192 2.603
H -1.688 0.147 1.458
H -1.750 -0.448 -1.418
H 0.279 0.177 -2.636
H 0.016 1.996 -1.311
H 1.784 1.318 1.271
H 1.734 -1.434 0.448
H 1.824 -0.237 -1.759
H 0.186 -2.165 1.056
H 0.965 -2.782 -0.615
H 1.392 1.763 -0.772
H 0.698 0.165 2.344
H -1.937 1.642 0.494
H -1.960 -1.427 -0.026
H -1.321 -2.270 -1.456

It comes down to Q, which is 89.3 kJ/mol more stable than the next structure.

--- P ---
24
Properties=species:S:1:pos:R:3 method="wB97M-V/def2-TZVPD" homo_ev=-13.38 gap_ha=0.3247 multiplicity=1 total_charge=+1
N 1.305 2.169 -0.051
N 0.943 -1.333 -0.843
C -1.754 1.369 -0.322
C 1.058 -0.023 1.149
C -2.116 0.299 0.409
C 1.200 0.882 -0.022
C -2.370 -1.153 -0.112
C 1.502 -0.034 -1.159
C 1.378 -1.462 0.521
H 0.995 2.714 0.735
H 1.630 2.476 -0.942
H -3.382 -1.382 0.316
H -1.738 -1.919 0.300
H -0.047 -1.498 -0.785
H 0.964 -2.210 1.003
H 1.166 0.211 -2.126
H 2.522 -1.509 0.655
H 1.534 0.259 1.984
H -2.128 0.152 1.519
H 2.540 -0.345 -1.234
H -1.359 2.324 0.099
H -1.713 1.377 -1.453
H -2.224 -1.332 -1.259
H 0.095 -0.034 1.618

--- Q ---
24
Properties=species:S:1:pos:R:3 method="wB97M-V/def2-TZVPD" homo_ev=-14.25 gap_ha=0.3868 multiplicity=1 total_charge=+1 smiles="CC(C)(C)C1=NC[NH2+]C1"
N 2.714 -0.456 -0.252
N 1.129 1.117 0.496
C -1.550 -0.070 1.411
C -1.592 -0.891 -0.954
C 2.540 1.000 0.385
C -1.027 0.152 -0.047
C 1.401 -0.883 -0.659
C 0.504 0.134 -0.003
C -1.455 1.628 -0.340
H -2.523 1.629 -0.104
H -2.741 -0.928 -0.873
H -0.884 2.373 0.252
H -2.691 0.225 1.329
H 3.234 -1.030 0.491
H 3.440 -0.195 -1.034
H -1.465 -0.659 -2.024
H 2.937 1.037 1.348
H -1.184 1.879 -1.287
H -1.175 0.643 2.131
H -1.114 -1.792 -0.769
H 0.971 -1.703 -0.160
H 3.076 1.724 -0.201
H 1.279 -1.003 -1.722
H -1.524 -1.132 1.746

--- R ---
24
Properties=species:S:1:pos:R:3 method="wB97M-V/def2-TZVPD" homo_ev=-13.01 gap_ha=0.2518 multiplicity=1 total_charge=+1
N -0.027 -1.219 -1.260
N 1.964 -0.050 -1.426
C 0.815 -0.253 -0.855
C -1.451 -1.084 -1.188
C 0.011 0.404 0.557
C -0.390 1.833 0.722
C 0.169 -0.517 1.678
C 0.488 -2.186 -2.150
C -0.165 2.550 2.062
H -1.380 1.940 0.438
H -1.702 -0.549 -0.167
H -1.769 -2.125 -1.165
H -0.386 -0.364 2.613
H 0.277 -1.556 1.316
H -0.853 2.263 2.907
H 0.904 2.582 2.242
H -0.425 3.584 1.913
H 1.231 -0.212 2.104
H -1.994 -0.431 -1.856
H 1.514 -2.317 -2.293
H 0.031 -3.122 -1.930
H 0.188 -2.150 -3.219
H 0.257 2.438 0.007
H 2.691 0.541 -1.052

--- S ---
24
Properties=species:S:1:pos:R:3 method="wB97M-V/def2-TZVPD" homo_ev=-13.31 gap_ha=0.2794 multiplicity=1 total_charge=+1
N -0.347 1.401 0.746
N -1.905 1.700 -0.940
C 0.399 -1.573 -1.389
C -1.427 -0.803 0.748
C -0.117 -0.030 0.584
C 0.614 -0.326 -0.679
C 1.503 0.677 -1.235
C 0.888 -0.462 1.687
C -1.276 2.127 0.067
H 2.346 0.237 -1.767
H -1.873 -0.554 1.709
H 1.831 1.414 -0.504
H 0.444 -2.440 -0.726
H -0.632 -1.573 -1.765
H 1.080 -1.705 -2.225
H -1.378 3.138 0.480
H -2.566 2.328 -1.374
H 1.217 -1.488 1.548
H 0.920 1.233 -1.983
H -0.036 1.797 1.618
H -1.275 -1.876 0.712
H 1.761 0.187 1.691
H -2.119 -0.498 -0.035
H 0.391 -0.389 2.652

It comes down to S, which is 50.5 kJ/mol more stable than the next structure.

--- P ---
24
Properties=species:S:1:pos:R:3 method="wB97M-V/def2-TZVPD" homo_ev="-11.84 / -11.84" gap_ha="0.3082 / 0.3082" multiplicity=1 total_charge=+1
N -0.532 0.893 0.331
N 1.170 -1.642 0.230
C -2.027 -0.596 -1.256
C 1.147 1.624 -1.208
C 1.705 -0.262 0.331
C -0.938 -0.341 -0.232
C -0.889 1.369 1.627
C 0.718 0.800 -0.152
C -0.345 -1.553 0.425
H 1.937 2.293 -0.979
H -2.592 -1.284 -0.647
H -2.596 0.311 -1.324
H 2.613 -0.214 -0.211
H 1.535 1.120 -2.169
H -0.576 2.459 1.640
H -0.443 -1.490 1.540
H 1.289 -1.874 -0.812
H -0.887 -2.494 0.092
H 1.661 -2.535 0.678
H 0.216 2.059 -1.444
H -1.985 1.452 1.783
H -0.384 0.927 2.478
H -1.713 -1.112 -2.145
H 1.917 0.090 1.424

--- Q ---
24
Properties=species:S:1:pos:R:3 method="wB97M-V/def2-TZVPD" homo_ev=-13.35 gap_ha=0.2888 multiplicity=1 total_charge=+1
N 1.874 -0.704 -0.413
N -0.718 0.223 0.330
C 0.359 2.465 0.382
C -0.754 1.598 -0.177
C 2.150 -0.301 -1.584
C 1.251 -0.894 1.930
C -1.294 -0.689 -0.651
C -1.502 -2.155 -0.015
C 1.271 -0.684 0.633
H 0.729 -0.274 2.660
H -1.882 -2.706 -0.839
H -0.418 -2.399 0.223
H 0.155 3.453 -0.028
H 0.432 2.618 1.400
H 1.909 -1.759 2.261
H 1.772 0.571 -2.088
H -0.768 -0.913 -1.576
H -2.227 -2.084 0.884
H 2.484 -1.032 -2.296
H -1.416 0.140 1.056
H -1.763 2.091 0.077
H 1.274 2.097 0.102
H -0.639 1.694 -1.230
H -2.281 -0.357 -1.042

It comes down to P, which is 26.3 kJ/mol more stable than the next structure.

--- P ---
11
Properties=species:S:1:pos:R:3 method="wB97M-V/def2-TZVPD" homo_ev=-9.36 gap_ha=0.3669 multiplicity=1 total_charge=0
N 0.278 -1.768 0.653
N 0.476 -1.619 -0.663
C 0.007 -0.549 1.077
C 0.009 0.391 0.022
C -0.408 1.762 0.182
C -0.565 3.026 0.067
C 0.341 -0.347 -1.097
H -1.223 1.947 0.966
H 0.514 -0.073 -2.129
H -0.142 -0.336 2.128
H 0.712 -2.434 -1.206

--- Q ---
11
Properties=species:S:1:pos:R:3 method="wB97M-V/def2-TZVPD" homo_ev=-9.15 gap_ha=0.3618 multiplicity=1 total_charge=0
N -0.826 1.202 1.010
N -1.574 1.078 -0.193
C -1.197 -0.044 -0.671
C 1.201 -0.598 -0.276
C 2.305 -0.548 -0.733
C -0.167 -0.710 0.226
C -0.058 0.228 1.421
H 3.286 -0.524 -1.141
H -0.393 -1.756 0.457
H -1.624 -0.406 -1.600
H -0.953 2.077 1.499

It comes down to P, which is 52.3 kJ/mol more stable than the next structure.